(P)
ORCA calculation (the ωB97M-V functional and the def2-TZVPD basis) on one molecule with the formula C21H29N3O4S.

SMILES: COC(=O)c1ccc(C(=O)OC)c(NC(=S)N2CCC(N3CCCCC3)CC2)c1

Cartesian coordinates (Å):
C (-1.694, -0.893, -0.356)
C (-3.821, 3.390, 1.568)
H (1.767, 4.690, 2.666)
C (0.109, -0.884, -2.042)
N (-0.910, -1.534, -1.248)
H (-4.105, 0.524, -0.206)
H (-8.327, 3.639, 2.290)
H (-0.738, -3.372, -2.193)
O (-6.441, 1.472, -0.026)
C (-7.957, 2.956, 1.530)
C (-0.173, 2.645, 1.110)
O (0.225, 3.657, 1.885)
H (6.079, -0.446, -0.642)
C (4.175, -3.166, -1.589)
H (3.812, -3.571, -2.536)
H (2.067, 4.044, 1.022)
C (5.019, -1.910, -1.833)
C (1.486, -1.076, -1.403)
C (-4.410, 2.314, 0.898)
C (1.782, -2.584, -1.286)
H (4.646, -0.789, 1.405)
C (-2.231, 1.398, 0.391)
C (-3.624, 1.336, 0.315)
C (3.456, -2.368, 0.551)
N (-1.434, 0.449, -0.200)
C (5.504, -1.363, -0.494)
H (-4.443, 4.143, 2.022)
H (-0.126, 0.172, -2.177)
C (-1.634, 2.507, 1.036)
C (4.307, -1.096, 0.414)
H (-8.307, 1.939, 1.723)
H (1.492, -0.614, -0.415)
H (-1.531, -3.401, -0.601)
H (4.423, -1.153, -2.348)
H (0.604, -2.887, 0.511)
H (0.806, -4.332, -0.480)
C (-0.714, -2.965, -1.177)
H (6.159, -2.100, -0.023)
C (-2.450, 3.483, 1.618)
H (-8.300, 3.260, 0.538)
H (5.868, -2.161, -2.472)
H (4.050, -3.121, 1.085)
H (3.711, -0.284, -0.003)
H (-1.980, 4.321, 2.108)
C (-5.885, 2.199, 0.756)
C (1.628, 3.842, 2.001)
H (2.096, 2.947, 2.418)
H (0.098, -1.358, -3.030)
H (2.240, -0.584, -2.019)
H (2.570, -2.161, 1.152)
H (-0.449, 0.726, -0.216)
H (4.817, -3.926, -1.124)
H (1.778, -3.000, -2.302)
O (0.632, 1.928, 0.535)
O (-6.541, 3.011, 1.600)
C (0.633, -3.257, -0.515)
S (-2.864, -1.675, 0.515)
N (3.050, -2.964, -0.704)

=====

(Q)
ORCA calculation (the ωB97M-V functional and the def2-TZVPD basis) on one molecule with the formula C21H29N3O4S.

SMILES: CC[C@@H](O)[C@H](C)C(=O)N1CC[C@](NC(=O)CN2CSCC2=O)(c2ccccc2)C1

Cartesian coordinates (Å):
C (1.908, 3.247, -0.574)
H (-2.030, -1.077, 1.798)
C (-0.871, 1.031, -4.889)
C (0.450, 5.125, -0.938)
C (-1.845, -2.610, 0.299)
H (3.203, 0.880, 0.709)
N (1.176, 0.207, -0.980)
H (2.906, -0.890, -3.556)
H (-1.425, -3.612, 0.197)
C (-0.064, -1.962, 1.892)
H (-3.604, -3.309, 5.220)
C (2.250, 0.107, -1.792)
H (-0.841, -2.318, 4.330)
C (1.955, -0.668, -3.079)
H (-1.618, 4.797, -0.480)
H (-1.292, 2.472, 0.211)
H (2.562, 5.147, -1.312)
H (-2.251, -2.885, 6.250)
H (0.326, -0.229, -1.322)
H (2.177, 1.507, 1.991)
C (1.717, 4.561, -0.973)
C (-2.513, -3.273, 5.266)
H (-0.940, 0.145, 0.406)
H (0.301, 6.152, -1.246)
S (0.434, 1.665, -5.964)
C (-2.166, -2.945, 2.775)
H (-2.335, -1.388, 4.230)
C (1.738, 1.106, -4.826)
H (2.555, 0.681, -5.406)
O (-0.850, -0.637, -3.144)
C (2.232, 0.775, 1.182)
C (-0.625, 4.365, -0.507)
H (2.444, -1.392, 1.057)
H (-3.983, -3.588, 3.121)
C (-1.565, -2.063, 1.696)
C (-0.221, 0.072, -3.913)
H (2.126, 1.934, -4.226)
C (-1.918, -2.400, 4.170)
N (0.526, -0.771, 1.635)
H (-2.133, -4.295, 5.201)
H (-1.723, -3.946, 2.697)
H (-1.625, 0.503, -5.466)
H (2.896, 2.809, -0.622)
O (-3.566, -3.009, 2.476)
H (-2.916, -2.667, 0.123)
H (2.344, -0.784, 2.714)
H (-1.406, -1.985, -0.482)
C (-0.092, 0.402, 1.038)
H (1.447, -1.607, -2.853)
N (1.129, 0.102, -3.990)
C (1.057, 1.023, 0.232)
O (0.598, -2.923, 2.258)
C (0.835, 2.480, -0.129)
C (1.982, -0.641, 1.699)
H (-1.359, 1.821, -4.316)
H (-0.412, 1.114, 1.804)
O (3.350, 0.593, -1.583)
C (-0.433, 3.049, -0.109)

=====

Which one sits at the bottom of the stability order? (P) does.

=====

(P)
ORCA calculation (the ωB97M-V functional and the def2-TZVPD basis) on a 2-piece molecular cluster, CH2N2OS overall.

SMILES: N=C=S.N=O

Cartesian coordinates (Å):
C (-0.999, 0.719, -0.015)
N (0.031, 1.296, 0.069)
H (0.762, 1.860, 0.323)
H (0.513, -1.588, -0.916)
S (-2.189, -0.299, -0.010)
N (0.513, -1.420, 0.153)
O (1.369, -0.568, 0.397)

=====

(Q)
ORCA calculation (the ωB97M-V functional and the def2-TZVPD basis) on a 2-piece molecular cluster, CH2N2OS overall.

SMILES: N=C=O.N=S

Cartesian coordinates (Å):
N (1.747, -1.381, 1.000)
H (-1.214, 1.806, -1.616)
H (1.835, -1.092, 1.972)
N (-1.344, 1.809, -0.596)
S (-2.556, 1.171, 0.093)
C (1.069, -1.169, 0.073)
O (0.463, -1.145, -0.926)

=====

Which one sits at the bottom of the stability order? (P) does.

=====

(P)
ORCA calculation (the ωB97M-V functional and the def2-TZVPD basis) on C29H36N2OS2Sb2V as an isolated structure.

Multiplicity: 3
⟨S²⟩: 2.38
Total charge: +1

Cartesian coordinates (Å):
H (-4.137, -2.527, 1.533)
H (0.039, 4.208, -0.039)
C (-2.312, -1.541, 0.942)
H (3.720, 2.360, 0.536)
N (1.583, -0.666, 1.607)
H (-0.039, 2.948, 4.181)
S (0.269, -2.403, -2.421)
H (4.364, 1.443, -3.069)
C (0.277, -1.318, -1.267)
S (2.738, 0.660, -1.565)
H (6.748, -0.139, 2.263)
C (3.450, 1.870, -2.657)
H (-2.690, -1.252, -0.032)
C (-4.885, 5.262, 1.180)
H (-5.243, 6.586, -0.476)
V (0.155, 0.043, 0.031)
H (-3.105, 3.086, -2.638)
C (4.730, -0.757, -0.381)
C (-2.514, 3.099, -1.717)
H (2.169, -1.377, 1.176)
C (0.583, -2.218, 4.888)
H (-1.381, 1.790, 4.224)
H (2.207, 0.046, 1.976)
Sb (-1.561, 1.157, -1.729)
C (5.716, -0.961, 0.578)
C (4.296, 1.444, 0.551)
O (1.648, 1.436, -0.794)
C (-0.349, 4.222, 0.978)
C (-4.266, 4.092, 1.577)
C (1.360, -1.582, 3.893)
C (0.820, -1.265, 2.681)
C (-0.984, 2.670, 3.718)
H (5.491, 1.987, 2.243)
C (-2.633, -2.595, 3.055)
H (-5.469, 5.835, 1.888)
H (3.664, 2.787, -2.109)
C (5.275, 1.224, 1.507)
C (-2.861, 2.082, 1.242)
H (2.732, 2.057, -3.452)
H (-0.194, 0.557, -3.956)
C (-4.760, 5.680, -0.136)
H (-1.310, 1.900, -4.300)
H (-3.557, 0.401, -3.347)
C (-0.595, 1.499, -3.582)
H (-4.378, 3.749, 2.600)
C (-3.208, -0.001, -2.396)
H (6.266, -1.892, 0.594)
C (4.043, 0.447, -0.387)
C (-1.298, -2.245, 3.383)
H (-1.691, 3.495, 3.817)
H (-4.027, 0.042, -1.677)
C (-3.358, 3.748, -0.632)
H (-3.231, -3.131, 3.783)
H (-2.997, 1.219, 0.589)
C (-3.133, -2.266, 1.835)
H (-1.265, 4.811, 1.017)
H (-3.909, 5.254, -2.045)
H (0.213, 2.215, -3.442)
C (-4.009, 4.923, -1.017)
H (-2.889, -1.033, -2.537)
H (0.399, 4.668, 1.633)
N (-1.082, -1.177, 1.214)
H (1.033, -2.454, 5.843)
C (-0.542, -1.559, 2.421)
C (-3.506, 3.319, 0.694)
C (-0.712, -2.560, 4.633)
H (-1.673, 3.768, -1.936)
H (-3.314, 1.818, 2.199)
H (4.492, -1.525, -1.107)
H (2.403, -1.357, 4.083)
C (5.982, 0.025, 1.516)
Sb (-0.741, 2.250, 1.644)
H (-1.307, -3.076, 5.376)

=====

(Q)
ORCA calculation (the ωB97M-V functional and the def2-TZVPD basis) on C29H36N2OS2Sb2V as an isolated structure.

Multiplicity: 3
⟨S²⟩: 2.24
Total charge: +1

Cartesian coordinates (Å):
C (0.754, -1.167, 2.695)
C (-0.454, 4.209, 1.170)
H (-3.361, 1.672, 2.160)
V (0.083, 0.031, 0.160)
C (-4.677, 5.614, -0.063)
H (-5.468, 5.695, 1.931)
H (-2.768, -0.991, -2.752)
H (-1.590, 3.787, -1.856)
H (-1.389, -3.047, 5.301)
H (-4.145, -2.376, 1.406)
C (-1.384, -2.150, 3.352)
H (-1.917, 3.441, 3.826)
C (-3.067, 0.045, -2.611)
C (-2.712, -2.462, 2.993)
H (2.140, 0.176, 2.013)
H (-1.094, 1.967, -4.225)
H (2.564, 1.592, -3.462)
C (-3.459, 3.222, 0.724)
O (1.518, 1.494, -0.636)
H (-3.969, 0.077, -2.006)
C (-3.148, -2.127, 1.732)
H (-0.062, 0.558, -3.878)
C (6.290, 0.195, 1.130)
C (3.932, 0.456, -0.282)
N (-1.068, -1.078, 1.174)
H (-3.746, 5.268, -1.944)
C (-0.792, -2.514, 4.579)
C (5.660, 1.427, 1.055)
Sb (-0.725, 2.151, 1.759)
C (5.724, -0.914, 0.522)
C (-1.232, 2.600, 3.815)
H (2.336, -1.323, 4.131)
H (-1.411, 4.725, 1.169)
S (0.308, -2.359, -2.202)
H (3.964, 2.518, 0.307)
C (-2.866, 1.964, 1.233)
H (0.001, 4.267, 0.186)
H (-3.357, -2.970, 3.691)
H (6.209, -1.874, 0.594)
C (-2.302, -1.453, 0.859)
H (-2.974, 1.143, 0.520)
C (-0.425, 1.511, -3.497)
H (0.206, 4.675, 1.896)
C (-0.594, -1.452, 2.399)
H (-3.281, 0.489, -3.578)
H (3.460, 2.529, -2.222)
S (2.447, 0.543, -1.321)
C (4.470, 1.562, 0.359)
C (-4.247, 3.970, 1.605)
H (0.958, -2.488, 5.794)
H (-2.635, -1.203, -0.140)
H (4.160, 1.045, -2.926)
H (7.220, 0.098, 1.669)
H (6.106, 2.289, 1.530)
C (-3.268, 3.699, -0.578)
C (4.541, -0.786, -0.188)
C (0.303, -1.304, -1.048)
H (-1.707, 1.740, 4.279)
H (4.102, -1.636, -0.694)
H (-5.141, 6.534, -0.383)
H (0.412, 2.178, -3.314)
C (0.515, -2.204, 4.852)
H (-0.348, 2.860, 4.386)
N (1.518, -0.549, 1.646)
C (3.249, 1.545, -2.623)
C (-3.889, 4.895, -0.940)
H (-3.012, 3.075, -2.583)
Sb (-1.469, 1.143, -1.661)
C (1.299, -1.531, 3.909)
H (2.111, -1.257, 1.210)
C (-4.854, 5.149, 1.229)
C (-2.419, 3.098, -1.665)
H (-4.395, 3.596, 2.608)

=====

Which one sits at the bottom of the stability order? (Q) does.